Density functional theory data (ωB97M-V/def2-TZVPD) for a structure of composition C18H33F5MoN4O3PSSe.

As for the lowest unoccupied orbital energy (spin up / spin down): -3.99 / -3.99 eV. As for the total charge: +1. The calculation puts the orbital gap (spin up / spin down) at 5.724 / 5.725 eV.

Each line ends with the Löwdin charge.
Positions of all 67 atoms, in Å:
1 Mo 0.85197 -0.65646 -0.03598  0.851
2 N -1.23028 -1.30998 0.50560  -0.099
3 C -1.73758 -2.30081 -0.47939  -0.213
4 C -0.60739 -2.91213 -1.28988  -0.169
5 N 0.27407 -1.83793 -1.83551  -0.278
6 C -0.43204 -1.04359 -2.89134  -0.132
7 C -0.16540 0.44854 -2.76462  -0.203
8 N -0.23239 0.80472 -1.33468  -0.120
9 C 1.55549 -2.39532 -2.33517  -0.178
10 C 2.56252 -1.28343 -2.56464  -0.183
11 N 2.63719 -0.41617 -1.35533  -0.077
12 H -1.16669 -1.72919 1.42520  0.075
13 H -1.92052 -0.54617 0.54329  0.007
14 H -2.43943 -1.76604 -1.11756  0.049
15 H -2.31136 -3.08914 0.00807  0.134
16 H -1.01165 -3.52348 -2.10278  0.142
17 H 0.01904 -3.54888 -0.66447  0.111
18 H -1.50104 -1.20827 -2.77738  0.111
19 H -0.15005 -1.41823 -3.87805  0.138
20 H -0.92363 0.99216 -3.33270  0.127
21 H 0.80773 0.73375 -3.16138  0.101
22 H -1.25822 0.79577 -1.07659  -0.047
23 H 0.07916 1.76339 -1.19917  0.070
24 H 1.39820 -2.95458 -3.26298  0.139
25 H 1.92606 -3.08858 -1.57968  0.115
26 H 2.26634 -0.66894 -3.41140  0.108
27 H 3.53669 -1.70879 -2.80711  0.132
28 H 2.94222 0.52188 -1.59944  0.107
29 H 3.34527 -0.76653 -0.71529  0.069
30 F -4.34236 5.19702 2.70420  0.131
31 C -4.12680 4.17760 1.87492  -0.143
32 C -3.03573 3.34900 2.05191  -0.155
33 F -2.17620 3.55990 3.06266  0.103
34 C -2.83096 2.30134 1.17789  -0.238
35 F -1.74470 1.51235 1.41358  0.014
36 C -3.65874 2.01690 0.09764  -0.547
37 S -3.35603 0.68918 -0.99700  0.653
38 C -4.75414 2.87076 -0.04303  -0.245
39 F -5.61404 2.68715 -1.04177  0.093
40 C -4.98928 3.92810 0.82013  -0.141
41 F -6.04393 4.71842 0.63944  0.135
42 Se 1.85027 -1.75614 1.63788  0.310
43 C 1.24523 1.30561 4.87206  -0.051
44 C 0.44727 1.09693 3.61048  -0.262
45 O 1.04702 1.87118 2.54193  -0.266
46 P 1.50509 1.38768 1.10767  0.586
47 O 1.21968 2.71430 0.25281  -0.286
48 C 0.33690 3.81250 0.63541  -0.236
49 C 1.12787 4.96739 1.19147  -0.052
50 O 3.10081 1.35130 1.13635  -0.322
51 C 3.88877 2.42941 1.71836  -0.244
52 C 4.91204 1.83239 2.65200  -0.055
53 H 0.75747 0.79173 5.70084  0.089
54 H 1.30676 2.36507 5.11833  0.088
55 H 2.25393 0.90503 4.76866  0.073
56 H -0.57376 1.45950 3.70718  0.110
57 H 0.42623 0.04663 3.31897  0.048
58 H -0.38667 3.44730 1.35755  0.082
59 H -0.18339 4.08854 -0.28172  0.129
60 H 1.60880 4.69222 2.12994  0.072
61 H 0.45194 5.79844 1.39682  0.092
62 H 1.88343 5.30689 0.48339  0.087
63 H 3.22481 3.11517 2.24235  0.097
64 H 4.35289 2.96310 0.88983  0.125
65 H 4.44518 1.47359 3.56858  0.071
66 H 5.65625 2.58397 2.91600  0.088
67 H 5.42596 0.99934 2.17290  0.083